The molecule C22H19FN6O2S. Source: the Open Molecules 2025 dataset; level of theory: wB97M-V/def2-TZVPD.

XYZ file:
```
51
Properties=species:S:1:pos:R:3:nbo_charge:R:1
C -1.9217 -1.5621 1.1901 0.306
H -4.4127 -2.6428 0.3585 0.198
C -2.8418 2.7127 0.0626 -0.576
C -3.5211 -2.5603 -1.5468 -0.180
C 4.0562 -0.2936 1.1511 -0.296
C 0.8669 0.4670 -1.9900 -0.260
C 3.3893 -2.3585 -0.5745 -0.145
C -1.3702 2.5037 -0.1323 0.460
H 6.0498 -0.5370 0.4296 0.221
H 5.4543 -2.3692 -1.1170 0.221
H 0.6613 -2.0048 2.0866 0.416
H -0.9296 4.0373 1.1841 0.422
H -3.0866 2.8184 1.1205 0.258
H -3.5312 -2.9295 -2.5627 0.208
H 3.1086 -3.1508 -1.2515 0.235
H -5.1478 -3.7193 -0.9192 0.207
H -1.2871 -3.4438 0.4023 0.243
C 2.3957 -1.7995 0.2246 -0.240
H -2.5532 -0.7048 -1.9698 0.247
H -1.4575 -2.0153 -1.4775 0.268
H 2.5665 -0.4067 -2.9251 0.210
O 0.5443 -2.6511 -0.9914 -0.643
C 3.1315 1.1956 -1.6174 -0.249
C 5.0307 -0.8865 0.3680 -0.180
H 4.1849 1.0950 -1.8307 0.218
C 2.2155 0.3490 -2.2389 -0.113
H -1.3042 -3.3272 2.1896 0.236
N -0.5441 3.3487 0.5484 -0.598
C 2.7569 -0.7567 1.0700 0.481
C -2.4360 -1.5556 -1.2892 -0.292
H -3.1841 3.5886 -0.4908 0.249
C 0.8472 3.3132 0.4547 0.661
C 0.9984 -2.3111 0.0869 0.679
C 4.6958 -1.9152 -0.4981 -0.234
C 1.3302 2.2916 -0.4692 -0.227
N -2.1431 -0.7625 2.1995 -0.285
C -1.0921 -2.7967 1.2598 -0.274
N 0.3141 -2.4354 1.2440 -0.587
C -4.3973 -2.9934 -0.6609 -0.403
O 1.5218 4.0906 1.0919 -0.594
H 0.1525 -0.1814 -2.4702 0.229
S -3.7694 1.2877 -0.5847 0.294
H 3.3791 2.8228 -0.2327 0.235
C 0.4035 1.4474 -1.1078 0.242
N -0.9494 1.5800 -0.9117 -0.524
C -3.0131 0.1290 0.4729 0.172
N -2.4485 -1.0340 0.0478 -0.357
N -2.8297 0.2955 1.7557 -0.313
H 4.2828 0.5229 1.8180 0.238
F 1.8166 -0.1481 1.8279 -0.334
C 2.6936 2.1551 -0.7326 -0.150
```

Output
net charge = 0
2S+1 = 1
SMILES string = C=CCn1c(CNC(=O)c2ccccc2F)nnc1SCc1nc2ccccc2c(=O)[nH]1
E_tot = -49711.965 eV